[1]
Computed, not measured: a structure of composition C36H80HgN4O4, with ωB97M-V/def2-TZVPD.

E_LUMO in eV: -10.84
Highest occupied orbital energy in eV: -18.5
Kohn-Sham gap in eV: 7.628

ORCA input file:
```
! wB97M-V def2-TZVPD RIJCOSX def2/J DEFGRID3
* xyz 4 1
Hg -2.42820 -3.54848 -0.09976
C -2.37217 -0.02198 0.69448
C -1.20696 -0.65571 -0.07108
C 0.06333 0.13021 0.20766
O -1.02543 -2.00476 0.26321
H -2.16168 0.05110 1.76919
H -3.25018 -0.66695 0.63087
H -2.63752 0.97464 0.33859
H -1.56159 -0.55984 -1.11233
H -0.00525 1.15523 -0.16997
H 0.92862 -0.35142 -0.24791
H 0.13090 0.27870 1.28716
O -6.14713 -1.90961 -0.46145
C -4.98938 -2.54623 -0.50820
O -4.82746 -3.57528 0.22014
O -4.04753 -2.12495 -1.21635
H -6.67532 -2.33815 0.22943
C 4.11542 1.02119 -1.34013
C 3.95451 -0.48828 -1.42131
C 3.62347 -0.96163 -2.82255
N 3.63987 -2.45324 -3.05409
C 5.03253 -2.99754 -2.94050
C 3.01960 -2.79387 -4.38734
C 1.50390 -2.77109 -4.11674
C 1.31912 -2.89557 -2.59848
C 2.73858 -3.24195 -2.12479
H 4.71918 1.44863 -2.14106
H 4.52102 1.33534 -0.38185
H 3.14802 1.51251 -1.49150
H 3.18646 -0.86459 -0.74350
H 4.91293 -0.94314 -1.16453
H 4.27473 -0.58534 -3.61518
H 2.64396 -0.63705 -3.18456
H 5.08829 -4.05909 -3.14920
H 5.45736 -2.68745 -1.99185
H 5.61356 -2.43602 -3.67575
H 3.42263 -3.77905 -4.62459
H 3.33885 -2.18881 -5.23505
H 1.10253 -3.62137 -4.66896
H 1.08017 -1.88003 -4.57845
H 0.58425 -3.66264 -2.38032
H 1.09475 -1.92585 -2.15350
H 2.90135 -4.30236 -2.30663
H 2.89589 -2.98984 -1.08107
C -2.41553 2.66354 -2.45333
C -2.18257 1.55746 -3.47575
C -3.39556 0.63115 -3.51375
N -3.30703 -0.48728 -4.54253
C -3.10197 0.11377 -5.90017
C -4.61011 -1.26715 -4.53887
C -4.15689 -2.73353 -4.82144
C -2.61118 -2.75009 -4.90837
C -2.22876 -1.46612 -4.17205
H -2.94908 2.38776 -1.54061
H -2.91792 3.55471 -2.82364
H -1.41755 2.94176 -2.10134
H -1.27363 0.99941 -3.23519
H -2.02731 1.90250 -4.49811
H -4.25932 1.21492 -3.83621
H -3.60992 0.14608 -2.56107
H -3.46191 -0.61298 -6.63425
H -2.05544 0.24044 -6.15582
H -3.80030 0.93956 -5.99842
H -5.30296 -0.89045 -5.28256
H -4.99543 -1.17344 -3.52674
H -4.58845 -2.94465 -5.79653
H -4.48628 -3.37157 -4.01087
H -2.13479 -2.81874 -5.88059
H -2.28295 -3.52875 -4.22031
H -1.31415 -0.88866 -4.31131
H -2.26480 -1.62080 -3.09111
C 5.59860 -2.08742 5.81818
C 4.56558 -1.29828 5.02734
C 3.43606 -2.15356 4.47399
N 2.32756 -1.36214 3.84282
C 2.81379 -0.67500 2.60222
C 1.71096 -0.29865 4.73992
C 0.24043 -0.20933 4.34467
C -0.09388 -1.64663 4.03369
C 1.16890 -2.27124 3.44593
H 6.05131 -2.83278 5.15692
H 5.11122 -2.66771 6.60230
H 6.42424 -1.48672 6.18497
H 5.11017 -0.81091 4.21188
H 4.12700 -0.47303 5.59483
H 3.08743 -2.91610 5.17084
H 3.82068 -2.76568 3.65102
H 3.34166 -1.36102 1.94626
H 3.40420 0.18718 2.89790
H 1.95887 -0.28959 2.04329
H 2.23197 0.64776 4.61061
H 1.82605 -0.51930 5.80124
H 0.21908 0.38650 3.42814
H -0.47527 0.12380 5.09100
H -0.96957 -1.81868 3.40200
H -0.37024 -2.25042 4.89977
H 1.21912 -2.68092 2.43870
H 1.26398 -3.20211 4.01201
C -4.20673 2.71691 2.72930
C -3.32986 3.93118 2.40492
C -2.03923 3.87525 3.20690
N -0.93341 4.73296 2.62237
C -1.38301 6.11280 2.25118
C -0.30359 3.99315 1.41719
C 1.06290 3.41637 1.85410
C 1.19309 3.70179 3.34139
C 0.24652 4.85136 3.57383
H -5.26411 2.84741 2.51222
H -3.99402 2.18756 3.65360
H -3.97626 1.98558 1.93917
H -3.87224 4.81084 2.76475
H -3.17654 4.08315 1.33795
H -1.67998 2.84120 3.24586
H -2.08185 4.16827 4.25593
H -2.21454 6.06517 1.55878
H -0.50534 6.66788 1.93931
H -1.75241 6.58917 3.16137
H -0.09736 4.80214 0.71902
H -1.00213 3.31576 0.93376
H 1.76029 4.01065 1.26356
H 1.27508 2.37064 1.63894
H 2.19837 3.86917 3.72063
H 0.79699 2.89246 3.96645
H 0.67791 5.82924 3.36569
H -0.11667 4.88670 4.60015
*
```

***

[2]
Computed, not measured: a cluster of 9 separate species, C36H81F6N12O18S6 in total, with ωB97M-V/def2-TZVPD.

E_LUMO (alpha / beta) in eV: -4.08 / -4.08
Highest occupied orbital energy (alpha / beta) in eV: -6.5 / -11.4
Expectation value of S²: 0.7548
Kohn-Sham gap (alpha / beta) in eV: 2.443 / 7.338

ORCA input file:
```
! wB97M-V def2-TZVPD RIJCOSX def2/J DEFGRID3
* xyz 2 2
C 0.54818 -6.44803 6.95427
C 0.71530 -5.32838 5.88118
N -0.46197 -5.06772 5.01831
C -1.45649 -5.97337 4.65525
C -2.38128 -5.38870 3.81269
N -2.04100 -4.06803 3.79168
C -0.84986 -3.85820 4.40948
C -2.79099 -3.09380 3.04939
H 0.48708 -7.40569 6.43732
H -0.24645 -6.24450 7.67207
H 1.49226 -6.50152 7.49642
H 1.48986 -5.60788 5.16702
H 0.90976 -4.37493 6.37232
H -1.37305 -6.99966 4.98108
H -3.16045 -5.85120 3.22500
H -0.43316 -2.87503 4.57110
H -2.48795 -2.08283 3.32176
H -3.84794 -3.19461 3.29594
H -2.57685 -3.22445 1.98864
C 2.73560 -3.41390 3.15297
C 3.47070 -4.63751 2.55825
N 3.27175 -4.72458 1.18006
C 2.31693 -5.48078 0.53485
C 2.40329 -5.19710 -0.79197
N 3.46549 -4.35093 -0.98575
C 3.89880 -3.97429 0.22377
C 3.85116 -3.70304 -2.23363
H 3.19280 -2.44563 2.94919
H 2.60093 -3.44709 4.23411
H 1.69664 -3.43591 2.82406
H 2.97095 -5.47656 3.04235
H 4.52012 -4.64764 2.85275
H 1.56013 -6.07327 1.02742
H 1.76254 -5.58004 -1.57248
H 4.73915 -3.31260 0.37340
H 4.56046 -2.90988 -1.99723
H 2.92930 -3.26578 -2.61714
H 4.35095 -4.36646 -2.93945
C -2.98497 7.10827 -4.59609
C -3.93967 6.02944 -5.00959
N -3.20731 4.81247 -5.47638
C -3.01136 4.40385 -6.81943
C -2.14478 3.31849 -6.75745
N -1.78761 3.07491 -5.40695
C -2.37620 4.06147 -4.64230
C -1.09045 1.94978 -4.92556
H -3.43151 8.06746 -4.33408
H -2.19688 7.32338 -5.31771
H -2.58567 6.80276 -3.62897
H -4.53623 6.28623 -5.88495
H -4.64756 5.88131 -4.19409
H -3.49959 4.97976 -7.59168
H -1.65012 2.78668 -7.55676
H -2.14799 4.29057 -3.61185
H -0.04826 2.19034 -5.13554
H -1.47976 1.04427 -5.39092
H -1.04715 1.91293 -3.83704
C -3.70155 -2.90352 -1.37220
O -4.55842 -2.68131 -2.48849
C -5.30995 -3.92272 -2.79309
C -6.78733 -3.84449 -2.33572
N -7.69972 -3.12540 -3.36395
H -7.71152 -3.58595 -4.26277
H -8.65295 -3.24242 -3.05130
C -7.44830 -1.66726 -3.62461
C -7.23493 -0.86955 -2.33085
O -7.95431 0.32275 -2.41675
C -7.65869 1.22173 -1.28988
H -3.39099 -1.90865 -1.05303
H -2.79827 -3.43482 -1.67200
H -4.31819 -3.35148 -0.59296
H -4.78739 -4.82513 -2.47580
H -5.28820 -4.02241 -3.87830
H -6.94071 -3.64120 -1.27589
H -7.13375 -4.87733 -2.37260
H -8.40892 -1.42316 -4.07818
H -6.68146 -1.56073 -4.39187
H -6.17730 -0.71582 -2.11668
H -7.82553 -1.36098 -1.55768
H -8.22504 2.12856 -1.50199
H -6.59388 1.44499 -1.22327
H -8.12011 0.81473 -0.39013
C 3.92262 0.84018 -0.42515
O 5.29264 1.07139 -0.20255
C 6.12398 0.52047 -1.23731
C 7.59982 0.79753 -0.82577
N 7.95772 0.06972 0.55561
H 7.61029 -0.87839 0.53340
H 8.96611 0.12372 0.57363
C 7.55184 0.70520 1.84683
C 7.80933 2.15562 1.96243
O 9.21305 2.46542 1.76994
C 9.49920 3.82189 1.98702
H 3.74778 -0.19459 -0.13052
H 3.65743 1.03781 -1.46377
H 3.33960 1.41312 0.29590
H 5.79847 1.10363 -2.09874
H 5.79993 -0.49578 -1.46163
H 7.85510 1.83963 -0.63353
H 8.30691 0.30827 -1.49566
H 8.08785 0.08268 2.56325
H 6.53052 0.32941 1.90854
H 7.45561 2.48632 2.93896
H 7.18377 2.63094 1.20689
H 10.53070 4.14365 1.84359
H 9.45908 4.09095 3.04252
H 8.78624 4.38382 1.38366
C -0.29861 5.27810 2.79291
O 0.50825 4.12909 2.57782
C -0.07867 2.84889 2.53489
C -1.07822 2.68329 1.39828
N -0.47020 2.58883 -0.04571
H -0.13758 1.64099 -0.15092
H -1.22208 2.59445 -0.72006
C 0.56463 3.65280 -0.43890
C 1.01193 3.44094 -1.91891
O 1.47403 4.61541 -2.52346
C 1.47554 4.52370 -3.99197
H -0.95887 5.46036 1.94500
H 0.31541 6.16438 2.63293
H -0.90075 5.45562 3.68399
H -0.52860 2.53360 3.47629
H 0.83221 2.27221 2.37411
H -1.85669 3.44283 1.47028
H -1.64705 1.75466 1.35147
H 1.34835 3.49390 0.30179
H 0.18285 4.65590 -0.24878
H 0.11319 3.06022 -2.40408
H 1.76769 2.65744 -1.86344
H 0.44278 4.49868 -4.33965
H 1.91094 3.55779 -4.24801
H 2.02744 5.37956 -4.38058
N -2.56803 2.89962 -1.70715
S -3.69146 1.63257 -1.81995
O -4.64342 1.74898 -2.91944
O -4.15132 1.05678 -0.58041
F -2.75750 0.42669 -2.30409
S -3.51034 3.93414 -1.27887
O -3.75082 3.94071 0.16840
O -4.63694 4.30889 -2.10205
F -2.57709 5.20139 -1.60230
N 0.68058 -1.51771 6.13993
S 1.42354 -1.06874 7.56326
O 0.56347 -0.53898 8.65008
O 2.78477 -0.47309 7.59050
F 1.77889 -2.53056 8.04191
S 0.97164 -0.22142 5.45123
O 2.34890 -0.10930 4.89733
O 0.24034 0.94067 5.86593
F 0.10490 -0.53695 4.21042
N 0.40914 0.12804 -0.40975
S 0.60613 -0.77890 -1.54741
O -0.21060 -1.96570 -1.63116
O 1.87030 -0.66134 -2.12232
F -0.17219 0.16727 -2.66081
S 0.71540 -1.04921 0.77968
O 1.77411 -2.02159 0.50379
O -0.52241 -1.45858 1.49781
F 1.42436 0.04884 1.73347
*
```

***

[3]
Computed, not measured: a cluster of 6 separate species, C36H83F3NO18 in total, with ωB97M-V/def2-TZVPD.

E_LUMO in eV: -3.07
Highest occupied orbital energy in eV: -10.2
Kohn-Sham gap in eV: 7.116

ORCA input file:
```
! wB97M-V def2-TZVPD RIJCOSX def2/J DEFGRID3
* xyz 1 1
C -2.55439 -2.12532 -4.81467
C -1.30218 -2.84989 -4.29265
O -1.01620 -2.51437 -2.92608
C -1.52184 -3.38478 -1.93682
C -2.71589 -2.73624 -1.15836
O -2.79866 -1.31866 -1.43472
N -1.93282 -0.58640 -0.61914
C -1.45020 0.58787 -1.44631
O -1.08237 1.64002 -0.60363
C 0.02901 1.45237 0.19172
F 0.92708 0.64806 -0.39033
F -0.33178 0.87325 1.34737
F 0.55536 2.58555 0.43303
H -2.88557 -2.55383 -5.77503
H -3.37373 -2.19550 -4.07942
H -2.33581 -1.05495 -4.96016
H -0.41223 -2.54276 -4.87233
H -1.39185 -3.94637 -4.40895
H -0.69411 -3.58250 -1.22684
H -1.84540 -4.35702 -2.34808
H -3.68837 -3.15217 -1.47079
H -2.60576 -2.90523 -0.07151
H -2.45917 -0.24548 0.20051
H -1.14662 -1.17629 -0.31563
H -2.32204 0.90963 -2.03905
H -0.65486 0.22723 -2.11548
C -0.91670 5.00431 -1.06519
O -0.72677 6.31384 -1.53800
C -1.90069 7.11541 -1.49055
C -1.57786 8.57433 -1.25539
O -1.13904 8.87014 0.06032
C 0.21257 8.58109 0.39262
C 1.21626 9.57167 -0.15591
O 1.40603 9.40696 -1.55302
C 1.68965 10.61547 -2.22397
H -1.53442 4.41799 -1.76034
H 0.06645 4.54536 -0.98252
H -1.39720 5.00144 -0.07942
H -2.56126 6.76496 -0.68893
H -2.43765 7.02854 -2.44449
H -2.51684 9.12092 -1.37332
H -0.87787 8.94685 -2.00470
H 0.48136 7.55942 0.11799
H 0.25571 8.65963 1.48131
H 2.17381 9.42107 0.36001
H 0.86484 10.58597 0.06290
H 0.94491 11.38382 -1.99109
H 1.66029 10.41659 -3.29449
H 2.68399 10.99479 -1.96300
C -6.70321 -3.02613 4.66844
O -5.83377 -4.13232 4.59635
C -5.94278 -4.86359 3.38779
C -4.62668 -5.49835 3.00606
O -3.64211 -4.58965 2.51667
C -3.01231 -3.72886 3.45201
C -2.03373 -4.40855 4.38663
O -2.71117 -5.13899 5.38549
C -2.01485 -6.28629 5.82345
H -7.75037 -3.33798 4.74751
H -6.43753 -2.45943 5.55908
H -6.59517 -2.37669 3.79057
H -6.28365 -4.20993 2.57492
H -6.67738 -5.66908 3.51287
H -4.82935 -6.17189 2.17085
H -4.23319 -6.10257 3.82439
H -3.74313 -3.14731 4.01819
H -2.42889 -3.03035 2.83992
H -1.41551 -3.63217 4.85999
H -1.37391 -5.06373 3.80406
H -1.73457 -6.92629 4.97930
H -2.68487 -6.84094 6.47737
H -1.11271 -6.02020 6.38462
C 3.89206 1.23155 1.12832
O 4.54541 0.03955 0.76502
C 4.15999 -0.46545 -0.49987
C 5.31373 -1.14944 -1.20145
O 6.28035 -0.26334 -1.72716
C 7.18890 0.35662 -0.82833
C 8.26148 -0.56246 -0.29070
O 7.73742 -1.44527 0.68624
C 8.39413 -2.69285 0.72536
H 2.83141 1.05833 1.34747
H 4.37286 1.61598 2.02567
H 3.97620 1.98660 0.33670
H 3.78480 0.34221 -1.14091
H 3.35379 -1.20189 -0.35696
H 4.89760 -1.65676 -2.07633
H 5.76157 -1.90930 -0.55672
H 6.66568 0.85725 -0.01088
H 7.68769 1.12240 -1.42585
H 9.04745 0.05548 0.16330
H 8.70402 -1.12538 -1.12065
H 8.42376 -3.15826 -0.26627
H 7.83093 -3.33671 1.39905
H 9.41817 -2.59845 1.10268
C 5.27009 6.17074 -3.81784
O 5.62951 7.52686 -3.93491
C 4.92719 8.37913 -3.04605
C 5.78234 9.54775 -2.61031
O 6.79549 9.21954 -1.67634
C 7.95043 8.54460 -2.14696
C 8.90582 9.41097 -2.93668
O 8.41183 9.66871 -4.23892
C 8.80447 10.92130 -4.75211
H 4.24818 5.98961 -4.17306
H 5.96209 5.59256 -4.42805
H 5.34731 5.82860 -2.77798
H 4.59629 7.82614 -2.15920
H 4.03729 8.76974 -3.55774
H 5.12577 10.23843 -2.07441
H 6.18629 10.07644 -3.47685
H 7.68985 7.64665 -2.71174
H 8.47527 8.23191 -1.24107
H 9.86629 8.88314 -3.01292
H 9.07232 10.34932 -2.39455
H 8.55483 11.73170 -4.05793
H 8.26104 11.07687 -5.68271
H 9.87964 10.95318 -4.96177
C -5.29199 -12.04241 4.26903
O -6.46964 -11.43897 3.78391
C -6.79880 -10.22875 4.43922
C -7.50661 -9.27045 3.50813
O -6.66785 -8.65909 2.53799
C -6.20967 -9.44969 1.45230
C -7.26919 -9.79181 0.42789
O -8.14211 -10.79604 0.90522
C -9.45540 -10.69098 0.40349
H -5.42403 -12.42663 5.28664
H -5.05578 -12.87387 3.60740
H -4.45230 -11.33717 4.26350
H -5.89582 -9.74739 4.83431
H -7.46937 -10.44424 5.28190
H -7.87099 -8.44182 4.12070
H -8.37269 -9.74692 3.04455
H -5.70325 -10.35267 1.79934
H -5.46788 -8.82335 0.94864
H -6.76452 -10.15307 -0.47930
H -7.82860 -8.88367 0.17070
H -9.86618 -9.68874 0.57129
H -10.06686 -11.41464 0.93939
H -9.49783 -10.91750 -0.66784
*
```